# C34H30O5P

2 unconnected molecules or ions with the total composition C34H30O5P in a non-equilibrium geometry (ωB97M-V/def2-TZVPD, the OMol25 dataset).

Each line ends with the Mulliken charge.
Cartesian coordinates (Å):
C (5.483, 2.731, -3.370)  -0.822
O (5.190, 1.324, -3.121)  -0.413
C (3.891, 0.927, -3.091)  0.920
C (3.614, -0.397, -2.651)  -0.787
C (2.317, -0.777, -2.414)  -0.555
C (1.219, 0.126, -2.614)  0.757
C (-0.089, -0.213, -2.189)  -0.296
C (-1.267, 0.476, -2.633)  0.643
C (-2.400, -0.226, -3.164)  -0.691
C (-3.613, 0.434, -3.300)  0.988
C (-3.685, 1.814, -2.961)  0.302
O (-4.939, 2.337, -2.974)  -0.512
C (-5.860, 1.241, -3.362)  -0.363
C (-5.012, -0.009, -3.634)  -0.714
C (-2.557, 2.556, -2.570)  -1.533
C (-1.374, 1.886, -2.414)  -0.546
C (1.528, 1.356, -3.278)  -0.486
C (2.824, 1.774, -3.490)  -0.857
H (6.562, 2.811, -3.221)  0.245
H (5.217, 3.011, -4.400)  0.338
H (4.947, 3.375, -2.656)  0.382
H (4.468, -1.054, -2.473)  0.459
H (2.109, -1.780, -2.037)  0.410
H (-0.210, -1.151, -1.626)  0.280
H (-2.321, -1.290, -3.412)  0.429
H (-6.558, 1.099, -2.523)  0.299
H (-6.419, 1.584, -4.246)  0.309
H (-5.091, -0.301, -4.687)  0.315
H (-5.341, -0.850, -3.013)  0.252
H (-2.674, 3.618, -2.365)  0.429
H (-0.498, 2.428, -2.052)  0.702
H (0.721, 2.024, -3.567)  0.752
H (3.019, 2.756, -3.935)  0.408
C (4.648, 0.646, 4.135)  -0.644
C (4.905, 0.363, 2.787)  -0.321
C (3.913, 0.526, 1.811)  -0.713
C (2.616, 0.857, 2.235)  0.657
O (1.561, 0.747, 1.318)  -0.378
P (0.115, 0.252, 1.996)  0.529
O (-0.991, 0.597, 0.815)  -0.387
C (-2.312, 0.313, 1.164)  0.325
C (-3.151, -0.160, 0.163)  0.199
C (-4.399, -0.699, 0.506)  -0.641
C (-4.814, -0.694, 1.841)  -0.624
C (-4.004, -0.108, 2.821)  -0.652
C (-2.735, 0.396, 2.498)  -0.453
O (0.175, -1.390, 1.668)  -0.075
C (0.229, -2.356, 2.664)  0.576
C (-0.373, -3.590, 2.385)  -0.667
C (-0.053, -4.684, 3.189)  -0.446
C (0.826, -4.531, 4.273)  -0.509
C (1.311, -3.258, 4.609)  -0.746
C (0.939, -2.140, 3.849)  -0.186
C (2.334, 1.142, 3.580)  -0.427
C (3.381, 1.107, 4.512)  -0.468
H (5.427, 0.494, 4.890)  0.383
H (5.895, 0.023, 2.481)  0.383
H (4.105, 0.361, 0.750)  0.445
H (-2.810, -0.155, -0.873)  0.248
H (-5.023, -1.120, -0.284)  0.387
H (-5.771, -1.148, 2.106)  0.388
H (-4.342, -0.047, 3.856)  0.406
H (-2.076, 0.804, 3.271)  0.518
H (-1.046, -3.653, 1.530)  0.390
H (-0.494, -5.653, 2.954)  0.366
H (1.105, -5.404, 4.868)  0.381
H (1.980, -3.127, 5.459)  0.398
H (1.229, -1.132, 4.151)  0.414
H (1.310, 1.336, 3.933)  0.517
H (3.189, 1.443, 5.530)  0.383

Calculated total energy = -55264.143 eV
Orbital gap = 5.5 eV
Net charge = +1